[1]
The following is a DFT calculation (ωB97M-V/def2-TZVPD) of a molecular structure, C32H31Cl5N3O3TeV at a distorted geometry.

The geometry in XYZ format:
```
76
Properties=species:S:1:pos:R:3:forces:R:3:mulliken_charge:R:1
V -2.131107 -1.859820 1.357697 -2.09 -1.04 -1.35 1.57
Cl 3.066036 -3.020718 6.519632 0.04 0.03 0.04 -0.14
C 1.864817 -2.766822 5.334950 0.05 0.00 0.04 0.28
C 2.234275 -2.638476 3.993041 -0.06 -0.05 0.09 0.03
Cl 3.873860 -2.717516 3.524720 0.10 -0.01 -0.04 -0.16
C 1.252467 -2.462046 3.031853 -0.89 -0.06 0.03 0.47
Cl 1.586636 -2.437086 1.355787 0.33 0.06 -0.37 -0.04
C -0.095056 -2.376674 3.400954 0.92 -0.09 0.91 -1.14
O -1.041025 -2.159716 2.472305 4.42 -1.28 4.68 -0.02
C -0.456252 -2.516035 4.744658 -0.14 0.27 -0.68 0.37
Cl -2.126697 -2.399327 5.110430 -0.05 -0.03 0.24 -0.16
C 0.520354 -2.706104 5.713443 0.04 -0.01 -0.04 0.15
Cl 0.070720 -2.851464 7.351482 -0.03 -0.02 0.05 -0.14
C 6.041865 2.139883 1.235413 0.02 -0.05 0.02 -1.61
C 4.645979 1.669090 0.966617 -0.02 -0.05 -0.04 0.54
C 3.578597 2.082331 1.758533 0.00 0.03 -0.01 -0.93
C 2.280031 1.686254 1.492856 -0.29 -0.11 0.06 0.66
C 1.162644 2.162709 2.393119 0.15 0.00 -0.10 -1.86
C 2.050082 0.838964 0.388469 -0.11 -0.08 0.15 0.84
Te 0.006112 0.936412 -0.197141 0.68 0.37 -0.52 0.87
N -1.244662 -0.566932 0.375749 0.84 1.26 -1.49 0.10
C -2.533933 -0.232927 0.173118 -0.25 2.41 -1.13 0.93
O -3.284019 -1.248758 0.002462 -1.22 0.58 -1.02 -0.67
C -3.040546 1.155815 0.243377 -0.31 0.01 -0.07 -0.31
C -3.858363 1.664251 -0.761049 0.05 -0.11 -0.04 -0.50
C -4.296785 2.977847 -0.686295 -0.02 0.05 -0.06 -0.80
C -3.939162 3.772268 0.392738 0.02 -0.02 0.03 -0.52
C -3.164404 3.249373 1.423039 0.02 0.01 0.01 -0.80
C -2.710752 1.946132 1.350301 -0.11 -0.13 -0.03 -0.03
C 0.053979 0.603279 -2.306491 -0.11 0.08 -0.11 0.58
C -0.226321 -0.571774 -3.022193 0.05 0.03 0.21 1.16
C -0.479175 -1.923403 -2.411003 0.04 0.00 -0.05 -1.10
C -0.181285 -0.498848 -4.410690 -0.01 0.05 0.02 -1.00
C 0.130655 0.667556 -5.094190 0.01 0.04 0.00 0.35
C 0.170554 0.705183 -6.591652 -0.02 0.02 0.00 -1.61
C 0.409217 1.810813 -4.352810 -0.03 -0.06 -0.05 -1.04
C 0.371325 1.805577 -2.970496 -0.02 -0.02 0.31 0.57
C 0.682988 3.076446 -2.216795 -0.07 -0.06 -0.05 -1.99
C 3.110884 0.343926 -0.385071 -0.18 -0.13 -0.11 0.87
C 2.961680 -0.661042 -1.489646 -0.03 0.02 0.15 -1.14
C 4.389798 0.783847 -0.073578 -0.02 0.05 0.01 -0.75
H 6.051405 3.008378 1.890168 0.02 0.00 0.01 0.40
H 6.547571 2.394034 0.304550 0.01 0.02 0.01 0.40
H 6.619747 1.345196 1.711585 0.01 0.02 0.02 0.33
H 3.763249 2.743195 2.597114 -0.01 -0.01 0.01 0.45
H 1.565845 2.498612 3.346225 -0.01 -0.01 0.00 0.49
H 0.455267 1.355309 2.602342 -0.05 0.04 0.08 0.19
H 0.624883 3.005515 1.950292 -0.05 -0.01 0.05 0.41
H -4.136490 1.038347 -1.599853 0.00 0.00 -0.01 0.51
H -4.924568 3.380739 -1.469310 0.02 -0.01 -0.01 0.47
H -4.276307 4.798707 0.444629 -0.04 -0.01 0.00 0.45
H -2.926405 3.857352 2.285538 0.00 -0.01 0.00 0.47
H -2.151842 1.511941 2.172334 0.09 0.06 -0.02 0.47
H -1.220914 -1.901911 -1.623170 -0.11 0.01 0.11 -0.16
H 0.440353 -2.341398 -1.992432 0.00 0.01 0.05 0.32
H -0.827930 -2.608120 -3.182097 0.04 -0.01 0.02 0.46
H -0.383941 -1.399787 -4.977367 0.00 0.00 0.01 0.37
H 0.113734 -0.294972 -7.015339 0.01 0.01 -0.03 0.37
H 1.084555 1.186069 -6.939431 0.00 -0.03 -0.03 0.40
H -0.667984 1.288030 -6.977084 0.00 -0.01 -0.01 0.34
H 0.660747 2.729891 -4.868983 0.02 0.01 0.03 0.47
H 1.068238 3.837089 -2.892015 0.03 -0.01 0.01 0.48
H 1.445517 2.910982 -1.448242 0.05 0.13 -0.03 0.40
H -0.214839 3.488210 -1.746356 0.03 0.03 0.03 0.37
H 1.929108 -0.761203 -1.796933 0.04 -0.10 -0.10 -0.44
H 3.314870 -1.635230 -1.146443 0.03 -0.01 0.02 0.43
H 3.563524 -0.379011 -2.352552 -0.04 -0.01 -0.03 0.52
H 5.213922 0.419135 -0.676351 0.01 0.01 0.00 0.51
N -3.491248 -4.772096 0.007600 0.01 0.16 0.08 -0.35
C -4.039170 -3.869393 0.821220 -0.45 -0.54 -0.27 0.94
N -5.351580 -3.676476 0.800619 0.08 0.15 0.10 -0.41
O -3.302158 -3.214009 1.629421 -1.48 -1.68 0.09 -0.74
H -4.040687 -5.351295 -0.603390 -0.02 -0.01 -0.01 0.20
H -2.501231 -4.934484 0.061189 0.05 -0.06 0.05 0.21
H -5.962542 -4.169493 0.172181 0.01 -0.05 0.00 0.19
H -5.748734 -2.950349 1.372734 0.02 -0.01 0.07 0.23
```
Forces are in eV/Å.

**Charge**: +2
**LUMO (alpha / beta)**: -6.1 / -6.2 eV
**E_tot**: -139879.2061 eV
**Multiplicity**: 1

[2]
The following is a DFT calculation (ωB97M-V/def2-TZVPD) of a single C6H11NO molecule at a distorted geometry.

The geometry in XYZ format:
```
19
Properties=species:S:1:pos:R:3:forces:R:3:nbo_charge:R:1
C 1.511995 0.531328 -0.723397 1.70 2.62 -5.18 -0.60
C 0.518346 0.204455 0.259046 2.65 3.60 2.24 -0.21
C -0.500763 1.326934 0.414767 -0.28 -1.19 2.58 -0.07
O -1.231896 1.017840 -0.676966 -2.02 -0.61 -3.14 -0.58
C -0.957341 -0.325114 -1.273245 -1.71 0.33 -1.42 -0.11
C -0.183191 -0.970381 -0.137314 -3.18 -1.81 2.36 0.02
N -1.350611 -1.388134 0.740700 -0.11 2.80 4.46 -0.80
C 1.109893 -0.927188 0.937485 -1.19 -2.75 2.42 -0.27
H 1.915534 -0.408811 -1.201854 -0.52 1.15 -0.13 0.22
H 2.371946 1.088922 -0.417362 0.71 -0.08 1.30 0.23
H 1.178822 1.389904 -1.498137 0.14 -2.44 1.02 0.22
H -1.014412 1.140603 1.374465 -0.45 -0.18 0.00 0.14
H -0.538330 2.396681 0.358639 1.96 0.87 0.25 0.22
H -2.209184 -0.557463 -1.319783 4.11 -0.66 -0.95 0.26
H -0.241858 -0.239680 -2.186483 -2.13 0.03 1.08 0.22
H -2.056459 -0.597052 0.714000 0.50 -1.29 -0.89 0.34
H -1.145820 -1.077093 1.850647 -0.12 -1.70 -3.36 0.32
H 2.119209 -1.380710 0.787767 -0.88 0.96 -0.31 0.23
H 0.704119 -1.225043 1.997025 0.81 0.36 -2.33 0.22
```
Forces are in eV/Å.

**ΔE to the lowest compared entry with this formula, charge and spin**: 770.2 kJ/mol
**Charge**: 0
**LUMO**: 0.7 eV
**SMILES**: C[C@@]12COC[C@@]1(N)C2
**E_tot**: -9930.4719 eV
**Multiplicity**: 1

[3]
The following is a DFT calculation (ωB97M-V/def2-TZVPD) of a single C7H14N2S molecule at a distorted geometry.

The geometry in XYZ format:
```
24
Properties=species:S:1:pos:R:3:forces:R:3:nbo_charge:R:1
C 2.204119 -0.755032 1.223453 -0.10 -0.01 -0.18 -0.62
C 2.019109 -0.117482 -0.143060 1.13 3.24 1.45 -0.14
N 1.815634 -1.016578 -1.228467 1.84 -0.83 -0.32 -0.81
C 0.993830 0.983552 -0.079507 -3.22 -0.53 -0.83 0.15
S 1.288918 2.607612 -0.232272 0.78 -0.10 0.23 -0.19
N -0.305396 0.570531 -0.072558 0.46 -0.93 0.65 -0.41
C -1.407182 1.527657 -0.032735 -0.46 -0.28 1.70 -0.22
C -2.636872 0.641066 0.346405 -0.05 1.24 0.00 -0.41
C -2.260807 -0.534660 -0.513087 -1.31 -1.95 1.00 -0.42
C -0.872236 -0.826940 -0.095654 1.49 0.00 -0.65 -0.23
H 1.989610 0.032826 1.968442 0.71 -0.54 -0.04 0.24
H 3.215883 -1.234303 1.290942 -0.94 0.52 0.28 0.22
H 1.416817 -1.496310 1.339910 0.10 -0.35 0.19 0.21
H 2.870837 0.574258 -0.335321 0.28 -0.91 0.25 0.20
H 2.545875 -1.718168 -0.954412 -0.86 0.24 -1.28 0.36
H 2.217151 -0.445526 -1.987141 -0.34 -1.08 -0.25 0.37
H -1.489279 2.025898 -0.975696 -0.14 0.58 -0.51 0.21
H -1.131983 2.189447 0.781431 -0.34 0.73 -0.27 0.22
H -3.689621 1.010862 0.156634 1.45 0.06 0.05 0.23
H -2.525987 0.487527 1.454781 -0.31 -0.45 -1.02 0.21
H -2.895354 -1.434442 -0.313007 0.31 0.68 -0.65 0.22
H -2.168174 -0.275097 -1.559751 -0.82 0.12 -0.34 0.21
H -0.864876 -1.421772 0.830119 0.39 0.66 0.13 0.19
H -0.330010 -1.374928 -0.869454 -0.07 -0.09 0.39 0.25
```
Forces are in eV/Å.

**ΔE to the lowest compared entry with this formula, charge and spin**: 130.0 kJ/mol
**Charge**: 0
**LUMO**: 0.9 eV
**SMILES**: C[C@@H](N)C(=S)N1CCCC1
**E_tot**: -21300.5751 eV
**Multiplicity**: 1